{
  "formula": "C21H21ClIN2OReSbSe4",
  "method": "ωB97M-V with the def2-TZVPD basis set",
  "symbols": ["I", "H", "N", "O", "Se", "H", "Se", "Se", "Cl", "H", "C", "H", "C", "C", "H", "C", "C", "H", "H", "H", "C", "N", "H", "H", "H", "H", "C", "C", "C", "Re", "C", "H", "C", "C", "C", "C", "H", "C", "C", "C", "H", "H", "Se", "C", "Sb", "H", "C", "H", "C", "H", "H", "C", "H"],
  "positions_angstrom": [[5.708533, 1.514871, 2.331529], [-1.805339, -1.068503, 3.306093], [-0.745688, 0.844399, 0.056155], [2.705962, 1.170313, 1.127311], [0.910544, 3.671067, 1.211250], [-0.028437, -1.369360, -1.293937], [1.670611, 3.251754, -0.961096], [0.066656, 4.177338, -2.365514], [5.882036, -3.554053, -0.259237], [0.419828, -0.473065, 3.680382], [3.611730, -2.056738, -0.282927], [-3.802444, 1.958301, -1.729552], [-2.804848, 1.895155, -2.165614], [3.500314, 0.128394, 0.854385], [-2.796102, 2.464389, -3.096710], [-3.741858, -2.035283, 0.118686], [4.811259, 0.014828, 1.226476], [-2.989969, 1.098450, 3.099355], [0.470096, -1.330742, 2.127739], [-1.547125, 1.835905, 2.396616], [-1.072546, 0.310196, -3.146768], [1.628454, -0.649245, -0.318103], [-0.843311, -0.733993, -3.367620], [-3.165853, 0.018897, -3.089380], [-4.491900, -2.814712, 0.140193], [-1.121050, 0.842720, -4.097225], [1.606136, -2.779997, -1.381365], [-2.532864, -0.345988, -1.127852], [-3.491835, -1.349086, -1.056657], [0.881955, 1.266355, 0.400709], [-1.808861, -0.060843, 0.051195], [1.034741, -3.500683, -1.948166], [-2.085544, -0.712397, 1.271047], [-1.902122, 1.047299, 3.064243], [4.963568, -2.149681, 0.145460], [0.995564, -1.575021, -1.014424], [-4.062546, -1.584957, -1.946272], [-1.436714, -0.331998, 2.587812], [5.539788, -1.143435, 0.864144], [2.916282, -0.892429, 0.072204], [-1.518601, 1.253265, 4.064821], [6.573139, -1.234395, 1.168735], [-0.611379, 7.230586, -0.032044], [2.910670, -3.020290, -1.034321], [-1.397861, 5.078041, -0.237145], [-3.280419, -2.218211, 2.199657], [-3.053947, -1.704568, 1.273541], [0.604134, 0.463597, 2.274187], [0.082932, -0.453016, 2.642508], [3.405811, -3.936402, -1.325765], [-2.099886, 2.363118, -1.481048], [-2.412141, 0.440672, -2.420040], [-0.249546, 0.739187, -2.577651]],
  "forces_ev_per_a": [[0.0020, 0.0104, -0.0015], [-0.0206, 0.0287, 0.0115], [-0.1806, -0.3036, -0.2573], [-0.0392, 0.1553, 0.0114], [0.0973, -0.0165, -0.0703], [0.0376, 0.0118, 0.0055], [0.0323, -0.0031, -0.0148], [0.0486, -0.0480, 0.0299], [-0.0002, 0.0038, 0.0002], [0.0520, -0.0303, -0.0192], [-0.0261, 0.0101, -0.0067], [-0.0162, -0.0191, -0.0054], [0.0022, 0.0301, -0.0509], [-0.0055, -0.1221, -0.2299], [0.0071, -0.0044, 0.0159], [-0.0236, -0.0273, 0.0068], [-0.0097, -0.0866, 0.1057], [0.0049, -0.0085, 0.0118], [-0.0164, -0.0429, 0.0325], [-0.0187, -0.0185, 0.0062], [-0.0437, 0.0221, 0.0125], [0.0631, 0.0677, 0.0332], [-0.0043, -0.0014, -0.0033], [-0.0025, -0.0285, 0.0256], [-0.0006, 0.0048, 0.0025], [0.0021, 0.0021, 0.0057], [0.0720, -0.0409, -0.0042], [0.0624, 0.0832, 0.0919], [0.0393, -0.0142, -0.0324], [0.1205, 0.1532, 0.2232], [-0.1207, 0.0368, 0.0631], [0.0097, -0.0031, -0.0014], [0.0272, 0.0266, -0.0819], [-0.0111, 0.0227, 0.0170], [-0.0168, -0.0265, -0.0132], [-0.0514, -0.0019, -0.0191], [0.0075, 0.0047, 0.0033], [-0.0282, -0.0036, 0.0145], [0.0387, 0.0193, 0.0329], [0.0051, 0.0601, 0.0224], [0.0010, 0.0039, -0.0062], [-0.0040, 0.0036, 0.0003], [-0.0033, 0.1036, -0.0031], [-0.0522, 0.0134, -0.0040], [-0.0712, -0.0707, -0.0292], [0.0118, 0.0027, 0.0010], [-0.0268, -0.0226, 0.0267], [-0.0638, 0.0892, 0.0849], [0.0864, -0.0929, -0.1271], [-0.0010, 0.0012, -0.0007], [0.0085, 0.0272, 0.0102], [-0.0488, -0.0046, 0.0068], [0.0678, 0.0437, 0.0665]],
  "de_lowest_kj_mol": 0.00,
  "e_tot_ha": -11679.5901,
  "gap_ev": 6.417,
  "homo_energy_ev": -10.93,
  "total_charge": 1,
  "e_lumo_ev": -4.5
}